{
  "formula": "C24H36EuN9O5",
  "method": "wB97M-V/def2-TZVPD",
  "species": ["Eu", "N", "C", "C", "C", "C", "N", "C", "N", "N", "C", "O", "O", "H", "H", "H", "H", "H", "H", "H", "H", "H", "H", "H", "H", "H", "H", "O", "C", "C", "O", "O", "C", "C", "C", "C", "C", "C", "C", "C", "C", "C", "C", "C", "H", "H", "H", "H", "H", "H", "H", "H", "H", "H", "H", "C", "N", "C", "C", "N", "N", "C", "N", "N", "H", "H", "H", "H", "H", "H", "H", "H", "H", "H", "H"],
  "xyz": [[-0.970, 0.778, -0.334], [-0.002, 2.924, -1.793], [1.029, 2.091, -2.457], [2.005, 2.885, -3.311], [3.548, 2.652, -3.068], [4.214, 1.541, -3.922], [5.134, 0.675, -3.178], [4.678, -0.249, -2.329], [3.370, -0.518, -2.305], [5.509, -0.820, -1.451], [0.278, 0.968, -3.223], [0.804, 0.564, -4.286], [-0.802, 0.453, -2.770], [-0.637, 3.447, -2.414], [0.364, 3.655, -1.160], [1.619, 1.558, -1.754], [1.827, 3.973, -3.203], [1.911, 2.564, -4.332], [3.805, 2.548, -1.998], [3.968, 3.584, -3.431], [4.818, 2.020, -4.701], [3.398, 0.929, -4.325], [6.109, 0.998, -3.027], [2.629, -0.237, -2.987], [3.036, -1.057, -1.482], [6.387, -0.399, -1.161], [5.141, -1.513, -0.783], [-0.636, -1.133, 2.029], [0.353, -2.068, 1.466], [1.394, -1.294, 0.589], [2.597, -1.660, 0.413], [0.974, -0.211, 0.018], [-0.567, -2.886, 0.521], [-1.911, -3.148, 0.783], [-2.845, -3.526, -0.213], [-2.428, -3.825, -1.507], [-1.053, -3.719, -1.744], [-0.137, -3.230, -0.785], [1.062, -2.859, 2.559], [2.314, -3.408, 2.508], [2.866, -4.189, 3.517], [2.132, -4.383, 4.646], [0.869, -3.811, 4.751], [0.322, -3.049, 3.714], [-0.217, -0.643, 2.751], [-2.259, -2.982, 1.785], [-3.928, -3.508, -0.036], [-3.043, -4.152, -2.279], [-0.731, -4.068, -2.702], [0.866, -2.998, -1.130], [2.910, -3.182, 1.642], [3.826, -4.633, 3.340], [2.455, -4.916, 5.514], [0.298, -3.940, 5.672], [-0.662, -2.585, 3.832], [-5.807, 3.418, 1.538], [-5.077, 2.335, 0.789], [-5.909, 1.429, 0.009], [-3.795, 1.922, 1.122], [-3.262, 0.861, 0.565], [-3.165, 2.829, 1.926], [-1.808, 2.889, 2.244], [-1.545, 3.733, 3.257], [-0.914, 2.317, 1.480], [-6.811, 3.492, 1.064], [-5.282, 4.347, 1.355], [-5.841, 3.204, 2.651], [-6.664, 1.959, -0.538], [-6.406, 0.671, 0.648], [-5.256, 0.855, -0.710], [-3.960, 0.156, 0.264], [-3.754, 3.556, 2.291], [-2.181, 3.821, 4.057], [-0.556, 3.742, 3.549], [0.003, 2.456, 1.973]],
  "atomic_forces_ev_per_a": [[-0.858, -0.571, -1.781], [-0.208, 0.727, 1.219], [-1.350, 0.966, -0.913], [1.458, -0.007, 0.072], [-0.524, 0.562, 0.235], [-0.406, 0.171, 0.417], [1.163, 0.321, 0.228], [-1.241, 1.093, -0.193], [-0.473, -0.889, 0.557], [0.038, -0.993, 1.138], [-0.544, -1.548, -1.877], [0.632, 0.423, 0.998], [0.824, 1.168, 0.754], [0.627, -0.821, -0.064], [0.165, -0.722, -0.537], [0.294, -0.400, 1.400], [-0.069, -0.636, -0.142], [-0.649, 0.284, -0.715], [-0.131, -0.002, -0.372], [0.402, 0.220, 0.326], [-0.401, -0.433, -0.077], [0.509, 0.075, -0.484], [-1.189, -0.451, -0.388], [1.172, -0.159, 0.473], [0.073, 0.381, -0.407], [-0.429, -0.023, -0.460], [0.094, 0.672, -0.666], [1.138, -0.075, -0.345], [-0.281, 0.097, -0.424], [1.929, 1.497, -1.359], [-2.134, 0.079, 0.101], [1.067, -1.774, 1.138], [0.469, -0.456, -1.919], [-0.663, 0.235, -0.088], [0.063, 0.250, 0.034], [2.297, 0.686, 2.069], [0.014, -0.098, 0.741], [-0.934, 0.260, -0.263], [-1.566, 0.376, 0.542], [1.274, -0.308, -0.912], [-0.354, 0.424, -0.854], [-0.992, 0.112, 0.992], [-0.652, 0.516, -0.020], [-0.081, -0.513, 1.167], [0.080, -0.105, -0.091], [-0.298, 0.214, 0.195], [0.533, -0.269, 0.461], [-1.188, -0.378, -1.006], [0.564, 0.224, -0.464], [0.037, -0.270, 0.203], [0.048, -0.306, -0.084], [0.368, -0.072, 0.207], [0.516, -0.468, 0.143], [0.156, -0.006, -0.266], [0.328, -0.366, -0.044], [0.301, -1.270, -0.212], [-0.438, 0.182, 0.935], [0.995, -1.478, 0.023], [-1.758, -0.972, -2.345], [-0.624, 0.253, 1.591], [1.058, -0.060, 0.467], [-0.172, -0.634, -1.952], [1.081, 0.418, 1.845], [0.228, 1.570, 2.952], [0.708, -0.010, 0.766], [-0.082, 0.409, 0.070], [-0.333, 0.206, -1.229], [-0.241, 0.403, -0.261], [0.139, 0.330, -0.208], [-0.963, 0.906, 0.500], [0.653, 1.014, 0.215], [0.227, 0.082, 0.051], [0.269, -0.180, -0.710], [-0.951, 0.188, -0.240], [-0.813, -0.273, -0.858]],
  "mulliken_spin": [6.938, 0.013, -0.016, -0.001, 0.000, 0.000, 0.000, 0.000, 0.000, 0.000, -0.002, 0.000, -0.001, 0.001, 0.001, 0.011, 0.000, 0.000, 0.000, 0.000, 0.000, 0.000, 0.000, 0.000, 0.000, 0.000, 0.000, 0.011, 0.007, -0.004, 0.002, 0.001, 0.003, 0.002, -0.002, 0.000, 0.000, 0.001, -0.004, -0.001, 0.000, 0.000, 0.000, 0.001, 0.001, 0.000, 0.000, 0.000, 0.000, 0.000, 0.000, 0.000, 0.000, 0.000, 0.000, 0.000, 0.002, -0.001, 0.005, 0.008, 0.002, 0.007, 0.003, 0.008, 0.000, 0.000, 0.000, 0.000, 0.000, 0.000, 0.001, 0.000, 0.000, 0.000, 0.001],
  "charge": 1,
  "e_lumo_ev": [-2.323, -2.331],
  "s2": 15.759,
  "spin_multiplicity": 8,
  "homo_ev": [-8.37, -10.73],
  "relative_energy_kcal_mol": 0.00,
  "orbital_gap_ev": [6.044, 8.401]
}